Entry 1:
One molecule with the formula C19H23FN2O4, computed with wB97M-V/def2-TZVPD.

Element x y z (Å)
O1 -4.3823 -1.0898 0.1152
C1 -3.3300 -1.5765 0.4678
C2 -2.7138 -2.7823 -0.2703
O2 -1.5798 -2.4212 -1.0625
C3 -0.3996 -2.3212 -0.4733
O3 -0.2013 -2.4558 0.7111
C4 0.7009 -2.0607 -1.4824
N1 1.9100 -1.6652 -0.8132
C5 2.5820 -0.5504 -1.1823
O4 2.2699 0.1033 -2.1593
C6 3.7292 -0.1526 -0.3119
C7 4.0691 1.1991 -0.2883
C8 5.1226 1.6597 0.4771
C9 5.8739 0.7701 1.2284
C10 5.5696 -0.5795 1.2097
C11 4.5053 -1.0224 0.4467
F1 4.2463 -2.3513 0.4448
N2 -2.6176 -1.1784 1.5307
C12 -2.9586 -0.0067 2.3034
C13 -1.8622 1.0620 2.2016
C14 -1.6637 1.5005 0.7814
C15 -0.6089 1.1769 0.0424
C16 -0.5831 1.6271 -1.3824
C17 -1.9137 1.2338 -2.0411
C18 -3.1231 1.7429 -1.2393
C19 -2.7211 2.3353 0.1227
H1 -3.4478 -3.1699 -0.9778
H2 -2.4266 -3.5524 0.4534
H3 0.8518 -2.9796 -2.0647
H4 0.4069 -1.2645 -2.1723
H5 2.1118 -2.1430 0.0520
H6 3.4799 1.8731 -0.8912
H7 5.3622 2.7116 0.4850
H8 6.7012 1.1226 1.8250
H9 6.1449 -1.2960 1.7747
H10 -1.7134 -1.6006 1.7046
H11 -3.0993 -0.2966 3.3502
H12 -3.9047 0.3678 1.9075
H13 -0.9282 0.6537 2.5953
H14 -2.1546 1.9137 2.8202
H15 0.2096 0.5847 0.4270
H16 0.2575 1.1964 -1.9253
H17 -0.4805 2.7164 -1.4218
H18 -1.9412 1.6225 -3.0600
H19 -1.9547 0.1442 -2.1058
H20 -3.8167 0.9198 -1.0658
H21 -3.6585 2.5078 -1.8040
H22 -2.3163 3.3402 -0.0382
H23 -3.6036 2.4315 0.7555

Forces on the atoms, in the same order (eV/Å):
O -0.415 0.120 -0.223
C 0.448 -0.588 -0.185
C -0.413 -0.109 0.294
O 0.016 0.116 -0.375
C 0.383 0.042 0.011
O 0.020 -0.108 0.010
C -0.049 0.093 -0.107
N -0.296 -0.316 0.160
C 0.022 -0.260 0.050
O 0.045 0.191 -0.124
C 0.214 -0.015 0.093
C 0.004 -0.105 0.029
C -0.018 0.091 -0.016
C -0.060 -0.079 -0.046
C -0.060 -0.133 -0.017
C 0.034 0.237 0.007
F 0.000 0.103 0.025
N 0.261 0.127 0.494
C -0.074 0.178 0.113
C -0.051 -0.145 -0.197
C 0.052 0.036 0.328
C 0.063 0.055 -0.105
C -0.046 -0.136 -0.194
C 0.039 0.122 -0.067
C -0.104 0.006 -0.032
C -0.066 -0.095 -0.127
H 0.106 0.114 0.166
H -0.019 0.062 -0.139
H -0.133 0.122 0.014
H -0.023 -0.173 0.075
H 0.143 0.173 -0.063
H -0.045 0.036 -0.065
H 0.011 0.093 -0.001
H 0.074 0.021 0.054
H 0.040 -0.088 0.040
H -0.175 -0.079 -0.197
H -0.078 0.089 -0.095
H 0.051 -0.031 0.129
H 0.032 0.042 0.066
H 0.038 0.004 0.083
H 0.116 -0.109 0.212
H -0.015 0.102 0.016
H 0.071 0.068 -0.054
H -0.023 -0.064 -0.057
H 0.023 -0.010 -0.053
H -0.036 0.074 -0.023
H -0.043 -0.010 -0.019
H -0.046 0.056 0.066
H -0.019 0.080 0.043

Values from the calculation:
Kohn-Sham gap = 9.40 eV
Structure (SMILES) = O=C(COC(=O)CNC(=O)c1ccccc1F)NCCC1=CCCCC1
Energy above the lowest of the compared OMol25 structures with the same formula, charge and spin = 70.7 kJ/mol



Entry 2:
C46H32F12N5O5Sm as an isolated structure in a non-equilibrium geometry, computed with wB97M-V/def2-TZVPD.

Element x y z (Å)
Sm1 -0.7333 1.1631 -0.3493
C1 -3.6833 -5.7980 0.8060
C2 -2.9886 -4.5482 0.3393
C3 -1.9864 -4.6869 -0.6145
C4 -1.3093 -3.5514 -0.9994
C5 -1.4769 -2.2726 -0.4636
N1 -0.5526 -1.2785 -0.7472
C6 0.6943 -1.6937 -1.2090
C7 1.5109 -2.4970 -0.4423
C8 2.8670 -2.7115 -0.6439
C9 3.5219 -2.0261 -1.7231
C10 4.9926 -2.0440 -1.7881
C11 2.7026 -1.3134 -2.5420
C12 1.3199 -1.1349 -2.3560
C13 0.4711 -0.1399 -3.1793
O1 0.0462 0.9232 -2.4560
C14 1.3027 0.4435 -4.3996
F1 1.8114 -0.5792 -5.1345
F2 0.6167 1.2984 -5.1584
F3 2.3456 1.1683 -3.9863
C15 -0.8069 -0.7225 -3.9442
F4 -0.3474 -1.4194 -5.0641
F5 -1.5580 -1.7052 -3.2940
F6 -1.5738 0.2092 -4.3550
C16 -2.7077 -2.1157 0.3379
C17 -3.3540 -3.2729 0.7786
C18 -3.3945 -0.7634 0.6106
O2 -2.7851 0.3991 0.2698
C19 -3.8285 -0.5637 2.1507
F7 -4.2598 0.7143 2.3701
F8 -4.8590 -1.3800 2.5178
F9 -2.8965 -0.7488 3.0314
C20 -4.7219 -0.7664 -0.2186
F10 -5.3629 0.4262 -0.1505
F11 -4.3664 -0.9445 -1.5246
F12 -5.6738 -1.6919 0.0762
H1 -3.0327 -6.6889 0.7071
H2 -4.6335 -5.8775 0.2570
H3 -4.0144 -5.6244 1.8444
H4 -1.7563 -5.6486 -1.0015
H5 -0.5929 -3.6757 -1.7800
H6 0.9958 -2.8812 0.4297
H7 3.3712 -3.2612 0.1220
H8 5.3851 -1.3407 -1.0612
H9 5.3099 -1.6351 -2.7223
H10 5.4595 -3.0336 -1.5873
H11 3.2503 -0.8851 -3.3722
H12 -4.1438 -3.1178 1.4872
C21 0.5901 3.9499 -2.1616
O3 1.2562 3.2430 -1.0452
C22 2.4887 2.6671 -1.2855
C23 3.3082 3.1105 -2.3024
C24 4.5967 2.5907 -2.5411
C25 5.0624 1.6461 -1.6281
C26 4.2563 1.1882 -0.6040
C27 2.9413 1.5717 -0.5026
N2 2.0440 0.8791 0.3613
N3 2.6596 0.2588 1.2810
C28 1.9303 -0.5797 2.1730
C29 0.5331 -0.5714 2.2581
O4 -0.2070 0.2415 1.6649
C30 -0.1069 -1.5770 3.0382
C31 0.5568 -2.5083 3.6490
C32 1.9755 -2.5631 3.5598
C33 2.7189 -3.5686 4.3152
C34 4.1386 -3.5047 4.4428
C35 4.8115 -2.5658 3.6620
C36 4.1225 -1.5882 2.9246
C37 2.7275 -1.5459 2.9203
H13 0.7679 3.3927 -3.1002
H14 0.9483 4.9846 -2.2948
H15 -0.4496 3.9381 -1.9217
H16 3.0584 4.0199 -2.8077
H17 5.2441 2.9635 -3.3684
H18 6.0635 1.4318 -1.7488
H19 4.6327 0.3793 0.0036
H20 -1.1655 -1.4469 3.1051
H21 0.0547 -3.2607 4.2717
H22 2.0633 -4.2432 4.8815
H23 4.5786 -4.0978 5.2335
H24 5.8842 -2.5634 3.6574
H25 4.6846 -0.8895 2.3084
O5 -2.0312 2.9152 -1.0065
C38 -2.8524 3.8467 -0.6880
C39 -3.5471 4.5192 -1.7328
C40 -4.3999 5.5495 -1.4724
C41 -4.5732 6.0592 -0.1930
C42 -3.8218 5.4935 0.8068
C43 -2.9432 4.4039 0.6104
C44 -2.1124 3.8502 1.7198
N4 -1.1455 2.9248 1.6476
C45 -0.7033 2.7828 2.9410
C46 -1.3917 3.5394 3.7882
N5 -2.2686 4.2887 3.0600
H26 -3.4036 4.2022 -2.7363
H27 -5.0464 5.9428 -2.2783
H28 -5.2130 6.9327 0.0825
H29 -3.8690 5.9666 1.8003
H30 0.2229 2.1973 3.1001
H31 -1.2517 3.6238 4.8488
H32 -2.9929 4.8734 3.4350

Forces on the atoms, in the same order (eV/Å):
Sm -0.353 -0.530 0.330
C -0.701 0.700 0.542
C 0.150 -0.580 0.159
C -0.752 1.735 0.988
C 0.329 -0.883 -0.370
C -0.732 1.298 0.722
N -1.154 -0.751 -0.108
C 0.319 1.359 -1.239
C 0.528 -1.004 0.993
C -0.806 1.388 -0.931
C -1.495 -2.038 2.662
C 0.669 -0.266 0.221
C 0.022 0.487 -1.072
C -0.684 0.150 0.059
C -0.513 0.786 -0.707
O 0.346 0.082 0.122
C 0.318 -0.892 1.207
F 0.331 0.892 -0.642
F -0.400 -0.314 -0.704
F 0.448 0.004 0.246
C 1.853 -3.852 0.758
F -0.922 0.245 0.312
F 0.803 1.726 -0.628
F -1.607 1.249 -0.407
C 1.428 -0.047 -0.397
C 0.851 0.132 -0.669
C -0.164 1.111 0.969
O 0.562 -0.938 -0.330
C -1.399 0.773 -1.546
F -0.113 -0.652 -0.279
F -0.195 0.133 0.212
F 1.255 -0.405 0.945
C -0.072 0.494 -0.949
F 0.176 -0.457 0.002
F -0.557 -0.024 0.686
F 0.432 0.060 -0.226
H -0.602 0.390 0.108
H 0.255 -0.582 -0.106
H 0.324 -0.518 -0.100
H 0.241 -0.659 -0.459
H 0.629 0.097 -0.305
H 0.326 -0.368 0.235
H 0.605 -0.349 0.182
H 0.221 0.015 0.395
H 0.472 -0.017 -0.916
H -0.374 0.556 -0.268
H -0.450 0.357 -0.132
H -0.426 -0.394 0.057
C 1.475 -0.582 -0.229
O -0.116 -0.072 -0.570
C -0.282 -0.445 -0.157
C 1.266 0.663 -0.123
C -0.641 0.172 0.669
C -1.305 1.660 -0.842
C 0.702 -0.711 -0.746
C -0.684 0.611 0.263
N 0.058 0.124 0.765
N -1.122 -0.651 0.560
C 1.721 0.919 -1.080
C 0.438 -0.220 -0.488
O -0.362 0.759 0.094
C -1.626 1.655 -0.416
C 1.083 -2.423 1.331
C 2.685 -1.534 1.782
C 0.033 1.807 -0.360
C -2.881 -0.178 -0.124
C -0.611 0.923 -0.267
C 1.012 -1.079 0.252
C -1.644 0.305 -0.949
H -0.154 0.135 0.517
H 0.123 -0.335 0.390
H -0.562 -0.014 0.175
H -0.502 0.142 -0.557
H -0.696 -0.257 0.795
H 2.017 -1.204 0.141
H -0.220 0.084 0.257
H -0.075 -0.351 0.006
H 0.169 0.199 -0.325
H 0.680 -0.020 -0.064
H 0.441 -0.254 -0.407
H 0.426 0.121 0.030
H -0.190 -0.041 0.220
O -0.197 -0.081 0.034
C 1.014 0.509 -0.680
C -0.317 0.002 0.814
C -1.349 0.617 -0.892
C -0.308 0.820 0.854
C 0.764 -0.250 1.109
C -0.205 -0.001 0.746
C -0.404 0.303 0.307
N -1.273 1.657 0.306
C 2.117 -1.443 -0.938
C 0.190 0.587 1.418
N 0.000 -0.869 -2.002
H 0.119 -0.518 -0.610
H 0.633 -0.067 0.273
H 0.461 -0.901 -0.631
H -0.011 -0.308 -0.354
H -1.106 0.218 0.181
H -0.157 0.209 0.144
H -0.048 -0.094 -0.241

Values from the calculation:
Kohn-Sham gap (alpha / beta) = 5.51 / 5.52 eV
Multiplicity = 6
⟨S²⟩ = 8.76
Charge = -2



Entry 3:
One molecule with the formula C5H10N2S in a non-equilibrium geometry, computed with wB97M-V/def2-TZVPD.

Element x y z (Å)
H1 -3.4457 -0.5313 0.0117
N1 -2.7820 -0.3323 -0.7081
C1 -1.6471 -0.0106 -0.2180
C2 -0.4558 0.3841 -1.0530
C3 0.7405 0.3627 -0.0860
C4 1.8481 1.3446 -0.4485
S1 1.5052 -1.2936 -0.0041
C5 0.0489 0.7175 1.2468
N2 -1.2454 0.0658 1.1128
H2 -0.3500 -0.2667 -1.9222
H3 -0.6108 1.4157 -1.4294
H4 1.4063 2.3375 -0.5785
H5 2.2738 1.0827 -1.4542
H6 2.6425 1.3492 0.3039
H7 0.3775 -1.9305 0.3918
H8 -0.0429 1.8094 1.3072
H9 0.6007 0.3508 2.1164
H10 -1.9517 0.1573 1.8382

Forces on the atoms, in the same order (eV/Å):
H -0.620 -0.186 0.620
N 1.150 0.287 -0.318
C -0.448 0.032 0.065
C 0.148 0.264 -0.379
C -0.117 0.138 0.090
C 0.008 -0.254 -1.100
S -0.323 -0.213 0.128
C 0.104 -0.081 -0.052
N -0.369 -0.003 -0.007
H 0.055 0.069 0.130
H -0.014 -0.398 0.215
H 0.173 0.003 0.274
H -0.184 0.104 0.955
H -0.108 0.109 -0.171
H 0.304 0.093 -0.097
H -0.022 0.016 0.083
H -0.069 0.059 -0.128
H 0.332 -0.038 -0.308

Values from the calculation:
Kohn-Sham gap = 9.71 eV
Structure (SMILES) = [H]/N=C1/C[C@](C)(S)CN1
Energy above the lowest of the compared OMol25 structures with the same formula, charge and spin = 7.8 kJ/mol



Entry 4:
One molecule with the formula C4H4ClF in a non-equilibrium geometry, computed with wB97M-V/def2-TZVPD.

Element x y z (Å)
C1 2.3240 -0.0790 0.0264
C2 1.1838 0.0265 -0.2246
C3 -0.2059 0.3812 -0.2787
Cl1 -0.5489 2.1165 0.0314
C4 -1.2242 -0.4980 0.3466
F1 -2.4598 -0.2763 -0.2327
H1 3.4374 -0.1873 0.1729
H2 -0.3437 0.2904 -1.4489
H3 -0.9838 -1.5307 0.2253
H4 -1.1787 -0.2433 1.3823

Forces on the atoms, in the same order (eV/Å):
C 5.372 -0.718 0.558
C -2.533 0.671 1.239
C -0.255 0.247 -5.076
Cl 0.221 -0.216 0.301
C 0.125 0.239 0.025
F 0.168 0.107 0.411
H -2.156 0.155 -0.281
H -0.408 0.277 2.011
H 0.280 -0.754 -0.198
H -0.813 -0.008 1.009

Values from the calculation:
Kohn-Sham gap = 11.39 eV
Structure (SMILES) = C#C[C@H](Cl)CF
Energy above the lowest of the compared OMol25 structures with the same formula, charge and spin = 131.0 kJ/mol



Entry 5:
One molecule with the formula C4H8INO2 in a non-equilibrium geometry, computed with wB97M-V/def2-TZVPD.

Element x y z (Å)
C1 -0.2234 -1.8076 -1.1087
O1 0.6246 -0.7186 -0.7512
N1 0.0217 0.2904 -0.0018
C2 0.8503 0.6112 1.1509
C3 -0.4285 1.4005 -0.8445
O2 -1.7300 1.3381 -1.3873
C4 -1.5657 2.2670 -0.3835
I1 -1.5884 4.3632 -0.7024
H1 -1.3055 -1.6862 -1.2240
H2 -0.2243 -2.5124 -0.1778
H3 0.0152 -2.3824 -2.0310
H4 1.8822 0.7639 0.6786
H5 0.6567 1.4822 1.6743
H6 0.9092 -0.2496 1.9043
H7 0.2374 1.9498 -1.4439
H8 -2.0366 1.9590 0.6536

Forces on the atoms, in the same order (eV/Å):
C -1.140 -2.389 2.450
O 0.579 0.108 -1.543
N -2.846 0.929 0.082
C 3.012 -2.773 -1.652
C -0.498 -0.091 2.299
O -0.493 -0.198 -0.708
C 0.140 -1.643 2.969
I -0.068 -0.351 -0.145
H 0.171 1.347 0.023
H 0.293 0.657 -1.723
H 0.932 0.859 0.712
H -0.726 -0.272 1.161
H -1.176 1.802 0.636
H -0.218 1.079 -1.296
H 1.277 0.082 -1.025
H 0.762 0.853 -2.241

Values from the calculation:
Kohn-Sham gap = 9.46 eV
Structure (SMILES) = CON(C)[C@H]1O[C@@H]1I
Energy above the lowest of the compared OMol25 structures with the same formula, charge and spin = 493.0 kJ/mol



Entry 6:
An isolated ion of composition C9H19N2 and charge +1 in a non-equilibrium geometry, computed with wB97M-V/def2-TZVPD.

Element x y z (Å)
H1 0.1494 3.7477 1.1569
N1 -0.2525 2.7833 0.9041
C1 0.5011 1.9404 0.3281
C2 0.0296 0.2656 0.3161
N2 -1.2556 0.1391 -0.5245
C3 -1.7387 1.3272 -1.1428
C4 -2.2649 -0.5426 0.3169
C5 -2.6159 0.0643 1.4239
C6 1.2515 -0.6198 -0.0596
C7 0.9004 -2.0315 0.2838
C8 2.5029 -0.2488 0.7466
C9 1.5653 -0.5868 -1.6314
H2 1.4552 2.0809 -0.0566
H3 -0.3835 0.0239 1.3624
H4 -1.1591 -0.5291 -1.2341
H5 -0.8199 1.7922 -1.6362
H6 -2.4970 1.2530 -1.9143
H7 -1.9809 2.0710 -0.4860
H8 -2.7773 -1.3604 -0.0516
H9 -3.3411 -0.3980 2.1691
H10 -2.2438 1.0738 1.6316
H11 -0.0623 -2.2959 -0.1927
H12 0.7453 -1.9627 1.3570
H13 1.5439 -2.9738 0.0354
H14 2.7558 0.8353 0.3742
H15 3.2185 -1.0742 0.5236
H16 2.2928 -0.2612 1.8784
H17 1.4654 0.4418 -1.9135
H18 2.4640 -1.1521 -1.6727
H19 0.8342 -1.0434 -2.3802

Forces on the atoms, in the same order (eV/Å):
H -0.451 -1.772 -1.155
N 1.157 0.239 0.617
C -2.943 -1.963 1.749
C 0.861 3.209 1.348
N -0.441 -1.880 1.765
C 2.324 1.921 -3.490
C -0.354 2.051 1.217
C -1.455 -0.089 1.564
C -0.745 -0.819 -2.215
C -0.895 -2.283 0.250
C -0.572 1.655 0.024
C -2.432 0.064 1.125
H 1.703 0.544 -0.660
H 1.381 0.594 -1.596
H 1.137 -1.150 -1.639
H -1.267 -0.655 0.136
H -0.181 -0.863 0.180
H -0.982 1.410 2.077
H -0.322 -1.830 -0.958
H 0.950 0.740 -1.328
H 0.099 -0.438 0.333
H 0.127 -0.023 0.311
H -0.176 -0.908 0.323
H -0.452 2.278 0.333
H 0.624 -2.381 1.108
H -0.002 1.184 0.154
H 0.299 0.192 -1.704
H 1.396 0.787 -0.547
H 1.118 0.310 -0.838
H 0.494 -0.123 1.516

Values from the calculation:
Kohn-Sham gap = 10.65 eV
Structure (SMILES) = [H]/N=C/[C@@H]([N@H+](C)C=C)C(C)(C)C
Charge = +1
Energy above the lowest of the compared OMol25 structures with the same formula, charge and spin = 468.6 kJ/mol



Please write out number 3 again, unchanged.
One molecule with the formula C5H10N2S in a non-equilibrium geometry, computed with wB97M-V/def2-TZVPD.

Element x y z (Å)
H1 -3.4457 -0.5313 0.0117
N1 -2.7820 -0.3323 -0.7081
C1 -1.6471 -0.0106 -0.2180
C2 -0.4558 0.3841 -1.0530
C3 0.7405 0.3627 -0.0860
C4 1.8481 1.3446 -0.4485
S1 1.5052 -1.2936 -0.0041
C5 0.0489 0.7175 1.2468
N2 -1.2454 0.0658 1.1128
H2 -0.3500 -0.2667 -1.9222
H3 -0.6108 1.4157 -1.4294
H4 1.4063 2.3375 -0.5785
H5 2.2738 1.0827 -1.4542
H6 2.6425 1.3492 0.3039
H7 0.3775 -1.9305 0.3918
H8 -0.0429 1.8094 1.3072
H9 0.6007 0.3508 2.1164
H10 -1.9517 0.1573 1.8382

Forces on the atoms, in the same order (eV/Å):
H -0.620 -0.186 0.620
N 1.150 0.287 -0.318
C -0.448 0.032 0.065
C 0.148 0.264 -0.379
C -0.117 0.138 0.090
C 0.008 -0.254 -1.100
S -0.323 -0.213 0.128
C 0.104 -0.081 -0.052
N -0.369 -0.003 -0.007
H 0.055 0.069 0.130
H -0.014 -0.398 0.215
H 0.173 0.003 0.274
H -0.184 0.104 0.955
H -0.108 0.109 -0.171
H 0.304 0.093 -0.097
H -0.022 0.016 0.083
H -0.069 0.059 -0.128
H 0.332 -0.038 -0.308

Values from the calculation:
Kohn-Sham gap = 9.71 eV
Structure (SMILES) = [H]/N=C1/C[C@](C)(S)CN1
Energy above the lowest of the compared OMol25 structures with the same formula, charge and spin = 7.8 kJ/mol



Q: Which formula does entry 2 have?
A: C46H32F12N5O5Sm